1.
Entry from the Open Molecules 2025 dataset: a 11-piece molecular cluster, C45H102O37P4 overall (ωB97M-V/def2-TZVPD).

Gap between HOMO and LUMO (eV): 10.474
SMILES: CCOP(=O)(OCC)OCC.CCOP(=O)(OCC)OCC.CCOP(=O)(OCC)OCC.CCOP(=O)(OCC)OCC.COC(=O)OC.COC(=O)OC.COC(=O)OC.COC(=O)OC.COC(=O)OC.COC(=O)OC.COC(=O)OC
LUMO (eV): 0.39
ΔE to the lowest compared entry with this formula, charge and spin (eV): 1.195

The geometry in ORCA input format:
```
! RIJCOSX wB97M-V def2-TZVPD def2/J DEFGRID3
* xyz 0 1
C -4.655 -6.851 1.797
C -3.494 -6.328 0.953
O -3.819 -5.075 0.306
P -3.780 -5.008 -1.334
O -2.719 -5.804 -1.979
O -5.278 -5.484 -1.795
C -5.412 -6.371 -2.908
C -6.158 -5.739 -4.118
O -3.742 -3.450 -1.551
C -2.518 -2.719 -1.298
C -2.962 -1.660 -0.317
H -5.442 -7.168 1.094
H -4.343 -7.739 2.347
H -4.998 -6.152 2.550
H -2.503 -6.186 1.398
H -3.391 -6.990 0.094
H -4.401 -6.668 -3.203
H -5.877 -7.312 -2.532
H -6.319 -6.509 -4.861
H -7.146 -5.275 -3.931
H -5.538 -5.027 -4.678
H -1.836 -3.362 -0.743
H -2.024 -2.477 -2.192
H -3.101 -2.170 0.634
H -2.277 -0.803 -0.254
H -3.973 -1.314 -0.597
C 2.425 -1.200 -4.316
C 2.614 -1.324 -5.864
O 2.617 -0.096 -6.639
P 4.020 0.642 -6.759
O 4.684 0.744 -5.425
O 4.821 -0.153 -7.874
C 6.035 -0.833 -7.616
C 7.242 0.001 -7.945
O 3.619 2.022 -7.349
C 2.892 2.986 -6.597
C 1.426 2.846 -6.923
H 2.428 -2.237 -3.964
H 3.236 -0.565 -3.928
H 1.442 -0.802 -4.066
H 3.503 -1.857 -6.160
H 1.854 -1.968 -6.303
H 6.050 -0.991 -6.532
H 5.876 -1.838 -8.016
H 7.309 0.933 -7.406
H 8.055 -0.646 -7.723
H 7.239 0.213 -9.020
H 3.031 2.769 -5.526
H 3.367 3.934 -6.832
H 1.110 1.808 -6.746
H 0.939 3.549 -6.276
H 1.242 3.126 -7.955
C 0.652 5.898 -1.063
C 1.653 4.728 -1.024
O 2.989 5.120 -1.233
P 4.325 4.260 -1.100
O 5.588 4.919 -1.412
O 4.324 3.610 0.445
C 4.559 4.488 1.558
C 3.313 5.216 1.972
O 3.912 2.945 -1.946
C 5.008 2.182 -2.459
C 5.291 1.051 -1.478
H -0.273 5.340 -1.258
H 0.584 6.449 -0.134
H 0.804 6.562 -1.932
H 1.768 4.185 -0.080
H 1.379 4.002 -1.786
H 4.853 3.750 2.323
H 5.438 5.111 1.309
H 3.487 5.907 2.806
H 2.866 5.798 1.152
H 2.609 4.437 2.286
H 4.723 1.844 -3.440
H 5.896 2.779 -2.603
H 5.934 0.347 -1.983
H 5.772 1.399 -0.505
H 4.396 0.426 -1.284
C -5.178 -3.083 3.774
C -4.046 -3.536 4.646
O -3.375 -2.355 5.214
P -1.758 -2.423 5.442
O -1.133 -1.217 6.003
O -1.463 -3.764 6.328
C -1.527 -3.621 7.727
C -2.856 -3.995 8.243
O -1.262 -2.936 4.031
C -1.147 -2.157 2.873
C -0.648 -2.974 1.740
H -4.792 -2.371 3.070
H -5.769 -3.898 3.365
H -5.885 -2.506 4.433
H -4.289 -4.188 5.477
H -3.245 -4.090 4.120
H -0.731 -4.320 8.029
H -1.190 -2.576 7.928
H -3.061 -5.023 7.874
H -2.955 -3.950 9.322
H -3.615 -3.335 7.812
H -2.115 -1.732 2.548
H -0.496 -1.321 3.112
H -1.353 -3.733 1.396
H -0.501 -2.357 0.875
H 0.245 -3.499 2.035
C -0.448 -4.629 -4.431
O -0.493 -3.347 -3.897
C -0.637 -2.185 -4.591
O -0.704 -1.131 -4.079
O -0.637 -2.416 -5.919
C -0.874 -1.337 -6.784
H -0.795 -5.321 -3.684
H 0.535 -4.936 -4.740
H -1.052 -4.719 -5.326
H -1.880 -0.952 -6.564
H -0.867 -1.556 -7.841
H -0.124 -0.580 -6.497
C 0.516 5.106 5.311
O -0.759 5.218 4.630
C -1.142 6.483 4.457
O -0.488 7.448 4.795
O -2.352 6.542 3.902
C -2.780 7.876 3.573
H 0.402 5.354 6.362
H 1.267 5.701 4.811
H 0.824 4.063 5.215
H -3.343 8.283 4.412
H -3.405 7.783 2.686
H -1.998 8.594 3.345
C -4.825 5.446 5.431
O -3.691 4.839 6.121
C -3.321 3.699 5.468
O -3.815 3.158 4.503
O -2.225 3.190 6.199
C -1.895 1.893 5.595
H -4.552 5.574 4.384
H -5.052 6.405 5.888
H -5.691 4.813 5.555
H -0.913 1.575 5.935
H -1.908 1.974 4.520
H -2.658 1.205 5.923
C 0.211 2.307 2.826
O 0.920 1.912 1.625
C 0.170 1.064 0.886
O -0.878 0.613 1.177
O 0.912 0.782 -0.250
C 0.352 -0.197 -1.156
H 0.715 3.148 3.277
H 0.145 1.525 3.580
H -0.814 2.634 2.595
H 0.825 -1.163 -0.988
H 0.589 0.153 -2.179
H -0.746 -0.252 -1.123
C -3.026 2.128 -0.624
O -1.796 2.589 -1.229
C -1.631 2.606 -2.541
O -0.695 3.219 -3.074
O -2.530 1.811 -3.176
C -2.292 1.750 -4.568
H -3.080 2.125 0.471
H -3.143 1.053 -0.873
H -3.899 2.687 -1.039
H -1.303 1.365 -4.760
H -2.427 2.713 -5.087
H -3.025 1.013 -4.905
C 3.865 0.760 3.035
O 4.285 0.836 4.448
C 3.750 1.748 5.215
O 2.982 2.589 4.842
O 4.157 1.603 6.443
C 3.628 2.528 7.319
H 3.997 1.747 2.592
H 2.790 0.579 2.870
H 4.409 -0.103 2.616
H 3.720 2.173 8.346
H 2.550 2.653 7.116
H 4.147 3.471 7.159
C 0.695 -6.060 -1.190
O 1.022 -4.824 -0.560
C 2.076 -4.182 -1.042
O 2.697 -4.478 -2.029
O 2.322 -3.127 -0.282
C 3.445 -2.324 -0.875
H 1.004 -6.129 -2.241
H -0.411 -6.030 -1.311
H 1.032 -6.961 -0.681
H 3.502 -1.462 -0.228
H 3.112 -2.054 -1.872
H 4.380 -2.864 -0.890
*
```

Atom charges from the Mulliken analysis, given in e for atoms 1 to 4: -1.22 -0.31 0.10 0.73

---

2.
Entry from the Open Molecules 2025 dataset: a 6-piece molecular cluster, C36H34BO13 overall (ωB97M-V/def2-TZVPD).

Gap between HOMO and LUMO (eV): 3.149
LUMO (eV): -0.67
ΔE to the lowest compared entry with this formula, charge and spin (eV): 0.000

The geometry in ORCA input format:
```
! RIJCOSX wB97M-V def2-TZVPD def2/J DEFGRID3
* xyz -1 1
C -1.164 0.497 3.098
C -1.932 0.294 1.776
C -2.245 1.596 1.024
O -2.757 2.647 1.794
C -3.877 2.269 2.628
B -5.212 1.657 1.907
O -6.392 2.554 1.801
C -7.520 1.747 1.985
C -7.025 0.313 2.393
O -5.693 0.577 2.834
H -0.664 1.460 3.158
H -0.472 -0.338 3.236
H -1.878 0.418 3.921
H -2.848 -0.285 1.905
H -1.304 -0.290 1.104
H -2.868 1.360 0.154
H -1.288 1.964 0.616
H -3.585 1.586 3.433
H -4.175 3.202 3.127
H -5.003 1.071 0.832
H -8.102 1.680 1.059
H -8.097 2.109 2.844
H -6.900 -0.391 1.558
H -7.491 -0.106 3.289
C 2.643 3.058 2.925
C 3.510 3.650 3.744
C 4.427 2.858 4.596
O 5.216 3.397 5.344
C 4.345 1.380 4.504
C 3.478 0.787 3.686
C 2.563 1.581 2.829
O 1.779 1.042 2.078
H 1.960 3.617 2.296
H 3.584 4.727 3.828
H 5.023 0.821 5.135
H 3.400 -0.290 3.604
C -9.153 -2.816 2.787
C -9.037 -4.138 2.897
C -9.635 -5.048 1.893
O -9.533 -6.255 1.993
C -10.365 -4.434 0.759
C -10.483 -3.113 0.647
C -9.887 -2.201 1.655
O -9.991 -1.000 1.556
H -8.721 -2.131 3.505
H -8.504 -4.607 3.714
H -10.792 -5.118 0.036
H -11.011 -2.644 -0.173
C 0.207 -0.579 -1.740
C 1.345 -0.718 -2.419
C 1.759 -2.032 -2.963
O 2.801 -2.162 -3.576
C 0.857 -3.185 -2.735
C -0.285 -3.046 -2.064
C -0.698 -1.731 -1.514
O -1.740 -1.598 -0.915
H -0.116 0.372 -1.332
H 2.013 0.111 -2.609
H 1.178 -4.135 -3.144
H -0.960 -3.874 -1.889
C 5.149 0.922 0.467
C 4.360 1.195 -0.568
C 4.921 1.427 -1.919
O 4.202 1.677 -2.864
C 6.392 1.341 -2.075
C 7.182 1.069 -1.038
C 6.621 0.839 0.315
O 7.338 0.589 1.261
H 4.756 0.748 1.459
H 3.283 1.259 -0.469
H 6.783 1.512 -3.070
H 8.258 1.004 -1.131
C 7.299 0.991 -6.734
C 7.074 0.037 -7.633
C 7.931 -1.171 -7.703
O 7.730 -2.039 -8.524
C 9.045 -1.278 -6.730
C 9.270 -0.324 -5.830
C 8.414 0.884 -5.763
O 8.618 1.754 -4.941
H 6.686 1.881 -6.665
H 6.265 0.094 -8.350
H 9.657 -2.169 -6.797
H 10.078 -0.382 -5.112
*
```

Atom charges from the Mulliken analysis, given in e for atoms 1 to 4: -1.28 0.21 -0.52 -0.51

---

3.
Entry from the Open Molecules 2025 dataset: a 3-piece molecular cluster, C14H23ClO8P overall (ωB97M-V/def2-TZVPD).

Gap between HOMO and LUMO (eV): 6.891
LUMO (eV): 2.35

The geometry in ORCA input format:
```
! RIJCOSX wB97M-V def2-TZVPD def2/J DEFGRID3
* xyz -1 1
Cl -0.464 0.921 -4.511
P 1.504 0.280 -3.909
O 1.117 -1.417 -3.695
C 1.014 -1.759 -2.271
C 1.828 -0.558 -1.558
C 1.993 -0.548 0.026
C 2.128 0.832 0.742
C 2.335 0.836 2.295
C 2.392 -0.535 3.027
C 2.263 -1.906 2.330
C 2.053 -1.905 0.781
O 1.315 0.626 -2.190
H 2.953 0.120 -3.858
H 1.714 0.122 -5.341
H 1.829 1.696 -4.053
H -0.010 -2.057 -1.867
H 1.746 -2.651 -2.177
H 2.907 -0.782 -1.907
H 2.085 1.825 0.168
H 2.466 1.835 2.828
H 2.548 -0.541 4.169
H 2.337 -2.904 2.869
H 1.947 -2.857 0.170
C -3.140 -2.725 -3.114
O -4.029 -3.835 -2.962
C -3.863 -4.522 -1.822
O -3.057 -4.281 -0.958
O -4.756 -5.530 -1.810
C -4.693 -6.350 -0.646
H -3.364 -2.246 -4.068
H -3.295 -1.994 -2.317
H -2.101 -3.061 -3.133
H -4.910 -5.764 0.250
H -3.716 -6.831 -0.566
H -5.453 -7.126 -0.744
C 1.398 7.392 4.112
O 0.309 6.806 3.404
C 0.366 5.465 3.319
O 1.232 4.762 3.779
O -0.709 5.046 2.634
C -0.780 3.630 2.465
H 1.249 8.473 4.118
H 1.420 7.041 5.146
H 2.345 7.177 3.611
H -0.846 3.129 3.434
H 0.079 3.265 1.899
H -1.685 3.405 1.900
*
```

Atom charges from the natural (NBO) analysis, given in e for atoms 1 to 4: -0.50 1.14 -0.81 -0.09

---

4.
Entry from the Open Molecules 2025 dataset: C27H29BrCaN5OS as an isolated structure (ωB97M-V/def2-TZVPD).

Gap between HOMO and LUMO (eV): 7.088
LUMO (eV): -2.87
ΔE to the lowest compared entry with this formula, charge and spin (eV): 0.148

The geometry in ORCA input format:
```
! RIJCOSX wB97M-V def2-TZVPD def2/J DEFGRID3
* xyz 1 1
Ca 1.154 -0.242 -0.031
Br 2.191 -7.940 -1.101
C 2.192 -6.053 -1.000
C 3.169 -5.319 -1.683
C 3.183 -3.949 -1.614
C 2.222 -3.227 -0.871
O 2.278 -1.933 -0.805
C 1.227 -3.987 -0.194
C 0.177 -3.411 0.596
N -0.131 -2.161 0.707
C -1.241 -1.831 1.515
C -2.385 -2.586 1.590
C -3.461 -2.205 2.417
C -3.393 -1.067 3.165
C -2.245 -0.244 3.088
C -2.121 0.954 3.829
C -1.005 1.723 3.688
C -0.016 1.311 2.777
N -0.082 0.201 2.077
C -1.175 -0.605 2.243
C 1.247 -5.396 -0.262
H 3.920 -5.841 -2.261
H 3.951 -3.386 -2.129
H -0.410 -4.141 1.160
H -2.472 -3.484 0.992
H -4.343 -2.830 2.455
H -4.208 -0.774 3.814
H -2.920 1.244 4.500
H -0.870 2.641 4.243
H 0.855 1.937 2.616
H 0.494 -5.961 0.274
C -0.427 4.681 -1.492
C -0.513 3.752 -0.277
C -1.370 4.396 0.807
C -0.990 2.368 -0.685
C -2.094 1.742 -0.112
C -2.500 0.474 -0.510
C -1.826 -0.228 -1.503
C -2.273 -1.590 -1.954
C -0.721 0.396 -2.087
C -0.312 1.663 -1.683
H -0.071 5.666 -1.190
H -1.410 4.803 -1.949
H 0.252 4.303 -2.258
H 0.499 3.627 0.127
H -2.396 4.545 0.462
H -0.966 5.374 1.065
H -1.402 3.797 1.718
H -2.654 2.243 0.667
H -3.360 0.019 -0.032
H -1.443 -2.298 -1.953
H -2.670 -1.549 -2.970
H -3.056 -1.978 -1.304
H -0.182 -0.118 -2.878
H 0.551 2.115 -2.159
N 2.814 0.483 -1.926
N 3.434 1.741 -1.906
C 3.506 2.444 -0.765
N 4.134 3.625 -0.840
S 2.887 1.904 0.708
H 3.466 -0.257 -1.664
H 2.493 0.288 -2.867
H 3.929 2.051 -2.729
H 4.611 3.938 -1.669
H 4.275 4.139 0.013
*
```

Atom charges from the natural (NBO) analysis, given in e for atoms 1 to 4: 1.77 0.07 -0.15 -0.16

---

5.
Entry from the Open Molecules 2025 dataset: C19H40NP3ReSe as an isolated structure (ωB97M-V/def2-TZVPD).

Gap between HOMO and LUMO (spin up / spin down) (eV): 5.000 / 4.152
Expectation value of S²: 3.866
LUMO (spin up / spin down) (eV): -14.86 / -15.50
ΔE to the lowest compared entry with this formula, charge and spin (eV): 0.958

The geometry in ORCA input format:
```
! RIJCOSX wB97M-V def2-TZVPD def2/J DEFGRID3
* xyz 4 4
Re 1.109 -0.378 0.021
P 1.999 -1.986 -1.418
P 1.349 1.375 -1.525
P 0.171 -1.918 1.502
H -6.408 5.493 1.957
C -6.388 5.113 2.975
C -5.769 5.766 3.955
H -5.255 6.708 3.779
C 0.919 -2.674 -2.747
C 3.484 -1.502 -2.412
C 2.666 -3.578 -0.747
C 0.519 2.932 -1.016
C 2.976 2.079 -2.076
C 0.625 1.148 -3.210
C -0.934 -1.173 2.764
C 1.201 -3.022 2.580
C -0.943 -3.230 0.834
H -6.902 4.171 3.151
H -5.749 5.386 4.973
H 1.471 -3.346 -3.414
H 0.484 -1.857 -3.327
H 0.092 -3.219 -2.281
H 3.922 -2.363 -2.929
H 4.234 -1.066 -1.745
H 3.211 -0.746 -3.151
H 3.066 -4.202 -1.554
H 1.875 -4.133 -0.236
H 3.462 -3.376 -0.028
H 0.885 3.782 -1.602
H 0.709 3.105 0.046
H -0.558 2.821 -1.158
H 2.875 2.462 -3.097
H 3.754 1.311 -2.063
H 3.284 2.899 -1.426
H 0.877 2.009 -3.838
H -0.459 1.057 -3.125
H 1.030 0.246 -3.678
H -1.204 -1.902 3.537
H -1.837 -0.814 2.264
H -0.437 -0.314 3.223
H 0.552 -3.706 3.137
H 1.797 -2.450 3.294
H 1.880 -3.614 1.960
H -1.113 -3.996 1.599
H -0.493 -3.702 -0.043
H -1.888 -2.774 0.537
C -2.493 0.648 -0.203
C -2.156 1.673 0.691
C -3.148 2.468 1.267
C -4.493 2.258 0.965
C -4.837 1.237 0.074
C -3.851 0.440 -0.503
Se -1.229 -0.512 -1.072
H 0.527 0.789 1.024
H -1.107 1.834 0.927
H -2.862 3.258 1.958
H -5.264 2.878 1.416
H -5.880 1.057 -0.173
H -4.129 -0.352 -1.194
C 5.633 -1.921 0.106
C 4.194 -1.431 0.079
N 3.001 -1.024 0.056
H 5.850 -2.368 1.097
H 6.317 -1.066 -0.071
H 5.787 -2.686 -0.683
*
```

Atom charges from the natural (NBO) analysis, given in e for atoms 1 to 4: 0.15 1.08 1.04 1.06

---

6.
Entry from the Open Molecules 2025 dataset: a 12-piece molecular cluster, C3H29NO11 overall (ωB97M-V/def2-TZVPD).

Gap between HOMO and LUMO (eV): 9.887
SMILES: C=NCC.O.O.O.O.O.O.O.O.O.O.O
LUMO (eV): -0.01
ΔE to the lowest compared entry with this formula, charge and spin (eV): 3.200

The geometry in ORCA input format:
```
! RIJCOSX wB97M-V def2-TZVPD def2/J DEFGRID3
* xyz 0 1
C -0.176 -1.171 -0.284
C 0.482 -0.976 -1.664
C 1.696 0.908 -0.900
N 1.326 0.188 -1.856
H -1.076 -1.749 -0.529
H 0.440 -1.837 0.313
H -0.532 -0.254 0.169
H -0.254 -0.986 -2.462
H 1.125 -1.807 -1.959
H 1.460 0.737 0.155
H 2.294 1.803 -1.062
H -3.790 2.074 1.812
H -2.599 1.726 0.812
O -2.839 1.961 1.729
H -0.907 3.706 1.609
H -1.091 3.318 0.149
O -0.625 3.941 0.718
H -1.662 2.290 -1.535
H -1.877 0.811 -1.260
O -1.811 1.675 -0.810
H 1.145 2.710 2.733
H 1.295 3.480 1.459
O 1.829 3.055 2.144
H -2.325 -0.524 -3.493
H -1.127 0.530 -3.586
O -1.820 0.133 -3.006
H -2.150 -0.539 3.098
H -2.884 0.776 3.170
O -2.966 -0.162 3.438
H 1.616 -4.508 0.978
H 1.763 -4.538 -0.544
O 2.182 -4.213 0.259
H -0.432 -3.889 1.155
H -1.659 -4.408 0.411
O -0.799 -4.685 0.753
H 2.451 -2.300 0.500
H 3.814 -2.278 1.011
O 3.063 -1.678 0.934
H 2.564 1.107 2.458
H 2.028 -0.264 2.146
O 1.951 0.444 2.795
H 0.802 1.257 -3.643
H 0.035 2.548 -4.165
O 0.041 1.589 -4.151
*
```

Atom charges from the natural (NBO) analysis, given in e for atoms 1 to 4: -0.66 -0.27 -0.03 -0.46